{
  "formula": "C49H66BaFN6O3PS5",
  "method": "ωB97M-V/def2-TZVPD",
  "elements": ["Ba", "C", "C", "C", "C", "C", "C", "C", "C", "C", "H", "H", "H", "H", "H", "H", "H", "H", "H", "H", "H", "H", "C", "C", "N", "C", "C", "C", "O", "O", "C", "O", "C", "C", "C", "F", "C", "C", "C", "N", "C", "C", "N", "C", "C", "H", "H", "H", "H", "H", "H", "H", "H", "H", "H", "H", "H", "H", "H", "H", "H", "H", "H", "S", "C", "S", "C", "C", "S", "S", "S", "C", "C", "C", "C", "P", "C", "C", "C", "C", "C", "C", "C", "C", "C", "C", "H", "H", "H", "H", "H", "H", "H", "H", "H", "H", "H", "H", "H", "H", "H", "H", "H", "H", "H", "H", "H", "H", "H", "C", "C", "N", "C", "N", "C", "C", "C", "N", "C", "H", "H", "H", "H", "H", "H", "H", "H", "H", "H", "H", "H", "H"],
  "positions_angstrom": [[-0.2223, -0.8985, 0.4087], [-1.8249, 3.6745, -1.1075], [-1.0456, 3.5817, 0.1710], [0.3239, 3.8186, 0.1886], [1.0538, 3.7352, 1.3670], [2.5314, 3.9950, 1.3533], [0.3907, 3.4338, 2.5490], [-0.9776, 3.2056, 2.5591], [-1.6965, 2.8827, 3.8348], [-1.6802, 3.2749, 1.3644], [-2.7288, 3.0734, -1.0488], [-1.2265, 3.3200, -1.9424], [-2.1128, 4.7088, -1.3049], [0.8376, 4.0704, -0.7275], [2.7268, 5.0523, 1.5375], [2.9534, 3.7330, 0.3852], [3.0315, 3.4210, 2.1297], [0.9469, 3.3536, 3.4721], [-2.2848, 3.7377, 4.1698], [-0.9876, 2.6197, 4.6147], [-2.3687, 2.0410, 3.6819], [-2.7461, 3.0910, 1.3658], [-3.8136, -5.1657, -5.1114], [-2.9384, -3.9749, -5.5003], [-2.0662, -3.5796, -4.4157], [-2.5140, -2.6146, -3.5527], [-1.8103, -2.1495, -2.4987], [-2.4573, -1.0827, -1.6245], [-3.6832, -1.1061, -1.5359], [-1.6807, -0.2659, -1.0733], [-0.5139, -2.6912, -2.1955], [0.2215, -2.2868, -1.2763], [-0.1117, -3.7990, -3.0418], [1.0868, -4.4685, -2.7346], [1.4942, -5.5408, -3.4853], [2.6404, -6.1910, -3.1345], [0.7685, -5.9689, -4.5913], [-0.4224, -5.2962, -4.9130], [-0.8854, -4.2294, -4.1430], [1.1183, -7.0805, -5.4212], [0.2607, -8.2520, -5.2853], [0.3305, -9.0096, -6.6335], [1.3899, -8.3314, -7.4140], [2.6808, -8.3973, -6.6918], [2.5102, -7.4970, -5.4442], [-4.4602, -5.4442, -5.9387], [-4.4296, -4.8989, -4.2573], [-3.2022, -6.0207, -4.8336], [-3.5767, -3.1213, -5.7416], [-2.3407, -4.2002, -6.3886], [-3.4961, -2.2107, -3.7516], [1.6457, -4.1395, -1.8742], [-0.9730, -5.6461, -5.7715], [-0.7568, -7.9254, -5.0744], [0.5843, -8.8990, -4.4582], [-0.6110, -8.9434, -7.1804], [0.5839, -10.0604, -6.4972], [1.1273, -7.3208, -7.3126], [1.4472, -8.6548, -8.3801], [3.4822, -8.0380, -7.3370], [2.8903, -9.4322, -6.4193], [3.1361, -6.6072, -5.5155], [2.8099, -8.0469, -4.5433], [2.6264, -2.3289, 7.6425], [2.1061, -2.0132, 6.1192], [1.2377, -0.5762, 5.6718], [1.0404, -0.9344, 3.9523], [1.5687, -2.1261, 3.5291], [1.5827, -2.7881, 1.9705], [2.3596, -3.0892, 4.7835], [0.2408, 0.2650, 3.0627], [3.8270, -2.0724, -3.7986], [3.4838, -0.5847, -3.7610], [2.2782, -0.3675, -4.6814], [4.6585, 0.2403, -4.2822], [2.8625, -0.1116, -2.0017], [2.8994, 1.7094, -2.2808], [1.7050, 2.2315, -2.7777], [1.6254, 3.5512, -3.1835], [2.7275, 4.3840, -3.0694], [3.9024, 3.8912, -2.5272], [3.9865, 2.5653, -2.1410], [4.2133, -0.5311, -0.7225], [5.7004, -0.3873, -1.0456], [3.8611, 0.3274, 0.4931], [3.9571, -1.9967, -0.3650], [3.9670, -2.3937, -4.8326], [3.0168, -2.6546, -3.3658], [4.7455, -2.2863, -3.2613], [2.4983, -0.7497, -5.6795], [2.0383, 0.6897, -4.7698], [1.4061, -0.8927, -4.2921], [4.9156, -0.0919, -5.2893], [5.5373, 0.1312, -3.6555], [4.4016, 1.2959, -4.3309], [0.8337, 1.5875, -2.8367], [0.7002, 3.9359, -3.5902], [2.6730, 5.4142, -3.3855], [4.7619, 4.5385, -2.4134], [4.9171, 2.2061, -1.7310], [5.9960, 0.6361, -1.2566], [5.9967, -1.0189, -1.8798], [6.2672, -0.7169, -0.1737], [4.0968, 1.3763, 0.3301], [4.4075, -0.0139, 1.3723], [2.7909, 0.2442, 0.7101], [4.3342, -2.6713, -1.1291], [2.8908, -2.1737, -0.2356], [4.4512, -2.2446, 0.5728], [-5.0354, 0.0163, 3.0339], [-4.5835, 0.2353, 1.5989], [-3.3067, -0.4096, 1.4278], [-3.0505, -1.6503, 1.9238], [-2.0284, -2.2935, 1.4589], [-1.7482, -3.5966, 2.0129], [-2.0200, -3.6076, 3.5111], [-3.4963, -3.2967, 3.6847], [-3.8377, -2.1002, 2.9466], [-5.1033, -1.4843, 3.2727], [-6.0037, 0.4770, 3.2243], [-4.2959, 0.4489, 3.7091], [-4.4546, 1.2994, 1.3870], [-5.3286, -0.1622, 0.8940], [-2.8804, -0.2553, 0.5213], [-0.7061, -3.8351, 1.8003], [-2.3741, -4.3584, 1.5221], [-1.4189, -2.8288, 3.9865], [-1.7729, -4.5683, 3.9631], [-3.7378, -3.1299, 4.7412], [-4.1009, -4.1472, 3.3315], [-5.3205, -1.6941, 4.3255], [-5.9110, -1.9294, 2.6699]],
  "forces_ev_per_a": [[3.64, 2.65, 5.54], [0.01, 0.07, 0.08], [0.08, -0.01, 0.02], [-0.05, -0.08, 0.09], [-0.08, 0.08, 0.05], [-0.09, 0.02, 0.07], [-0.05, 0.15, -0.12], [-0.06, 0.07, 0.10], [0.03, 0.11, 0.02], [0.07, 0.02, -0.04], [-0.10, -0.06, -0.07], [0.02, -0.03, -0.17], [-0.04, 0.03, -0.09], [0.06, -0.02, -0.14], [0.10, 0.07, 0.00], [0.11, 0.00, -0.07], [0.08, -0.07, 0.04], [0.05, -0.08, 0.06], [-0.08, 0.10, 0.03], [-0.02, -0.09, 0.05], [-0.02, -0.10, 0.06], [-0.16, -0.07, 0.00], [0.17, 0.23, -0.10], [-0.41, -0.38, -0.29], [-0.10, 0.49, 0.39], [0.40, -0.28, -0.17], [0.08, 0.17, 0.37], [-1.16, -0.29, -0.83], [-0.18, -0.11, -0.21], [-2.30, 1.55, -2.84], [-0.01, 0.48, 0.24], [0.31, -3.01, -3.67], [0.74, -0.94, -0.37], [-0.60, 0.09, -0.28], [0.42, 0.02, 0.29], [-0.42, 0.18, -0.10], [-1.05, 0.52, -0.34], [0.83, -0.44, 0.20], [0.21, 0.18, 0.33], [0.00, 0.22, 0.61], [-0.15, -0.07, 0.16], [-0.52, -0.32, 0.33], [-0.06, 0.14, -0.45], [0.63, -0.05, 0.27], [0.36, 0.06, 0.12], [-0.09, -0.06, -0.07], [-0.10, -0.03, 0.08], [0.02, -0.13, 0.04], [0.19, -0.07, -0.02], [-0.05, 0.14, 0.08], [-0.08, 0.03, -0.01], [0.17, 0.05, 0.19], [-0.07, 0.00, -0.10], [0.08, -0.10, -0.05], [0.00, 0.08, -0.08], [0.14, 0.03, -0.06], [0.08, 0.08, -0.14], [0.06, -0.34, -0.40], [-0.04, 0.14, 0.13], [-0.14, -0.04, -0.05], [-0.12, 0.05, -0.14], [0.00, -0.12, -0.02], [-0.07, 0.08, -0.17], [0.21, -0.12, 0.63], [-0.23, 0.14, -0.50], [0.38, -0.78, -0.22], [0.72, -1.28, 0.52], [-0.22, 0.85, 1.46], [0.50, -0.85, -1.00], [-0.28, 0.64, 0.22], [-0.30, 1.10, 0.18], [0.02, 0.19, 0.09], [-0.15, -0.01, 0.21], [0.10, 0.03, 0.13], [-0.18, -0.08, 0.07], [0.79, 0.15, -0.24], [-0.26, -0.28, 0.19], [0.08, -0.04, 0.11], [-0.05, 0.19, -0.20], [-0.05, -0.02, 0.00], [0.06, 0.07, 0.01], [0.10, -0.01, 0.11], [-0.06, 0.03, -0.28], [-0.20, 0.08, -0.08], [-0.27, -0.01, -0.14], [-0.15, 0.05, -0.16], [0.00, -0.01, -0.15], [-0.06, -0.18, 0.09], [0.09, -0.09, 0.12], [0.06, -0.03, -0.13], [-0.08, 0.03, -0.05], [-0.16, -0.04, -0.03], [0.05, -0.05, -0.14], [0.14, 0.01, 0.05], [0.03, 0.04, -0.07], [-0.02, 0.04, -0.02], [-0.08, 0.03, 0.02], [-0.06, 0.12, -0.03], [0.02, 0.03, 0.01], [0.05, -0.06, 0.00], [0.09, 0.09, -0.06], [0.06, -0.04, -0.10], [0.05, -0.02, 0.09], [-0.02, 0.13, 0.00], [-0.02, -0.10, 0.06], [0.10, 0.08, 0.25], [0.09, -0.11, -0.19], [0.08, -0.15, 0.16], [-0.05, -0.03, 0.12], [0.00, -0.17, -0.18], [-0.23, 0.22, 0.20], [0.06, 0.26, -0.35], [0.08, -0.41, 0.51], [-0.99, -0.44, -0.11], [0.02, -0.42, 0.20], [-0.12, -0.01, -0.21], [0.25, -0.35, 0.15], [-0.09, 0.15, 0.05], [-0.18, 0.25, 0.04], [-0.04, 0.02, -0.03], [-0.02, 0.06, 0.04], [-0.04, -0.06, 0.00], [0.02, 0.06, 0.05], [-0.29, 0.07, 0.07], [-0.06, -0.02, 0.12], [-0.04, -0.04, 0.01], [0.09, -0.03, 0.00], [-0.01, 0.00, 0.02], [-0.01, 0.01, -0.11], [0.01, 0.06, 0.09], [0.03, 0.00, -0.13], [-0.01, 0.06, 0.10]],
  "lowdin_charge": [1.73, -0.04, -0.27, -0.01, -0.26, -0.04, -0.06, -0.32, -0.08, -0.02, 0.07, 0.06, 0.08, 0.09, 0.08, 0.05, 0.08, 0.11, 0.08, 0.06, 0.05, 0.11, -0.06, -0.19, -0.04, 0.05, -0.01, -0.67, 0.04, -0.39, -0.30, -0.33, -0.03, 0.10, -0.18, 0.06, -0.14, 0.05, -0.12, -0.14, -0.11, -0.08, 0.02, -0.07, -0.13, 0.08, 0.09, 0.06, 0.13, 0.11, 0.15, 0.14, 0.11, 0.13, 0.14, 0.14, 0.14, 0.19, 0.19, 0.14, 0.14, 0.14, 0.13, 0.43, -1.55, 0.85, -1.22, -1.21, 0.40, 0.84, 0.41, -0.10, -0.68, -0.11, -0.08, 1.18, -0.37, -0.13, -0.10, -0.09, -0.08, -0.11, -0.68, -0.09, -0.09, -0.15, 0.08, 0.06, 0.06, 0.08, 0.07, 0.07, 0.08, 0.06, 0.07, 0.10, 0.10, 0.10, 0.11, 0.09, 0.06, 0.06, 0.09, 0.06, 0.10, 0.05, 0.06, -0.02, 0.08, -0.15, -0.18, 0.07, -0.40, -0.13, -0.26, -0.14, -0.16, -0.04, -0.16, 0.11, 0.11, 0.11, 0.12, 0.06, 0.02, 0.11, 0.12, 0.12, 0.12, 0.12, 0.12, 0.13],
  "molar_mass_g_mol": 1134.74,
  "e_above_lowest_ev": 3.1817,
  "spin_multiplicity": 1,
  "homo_energy_ev": -4.01,
  "homo_lumo_gap_ev": 1.94
}